Version a
Molecular formula: C3H6ClN3
Method: DFT, ωB97M-V/def2-TZVPD

Last columns: bonded neighbours and bond lengths (Å).
Atoms and positions in Å:
1 C -1.343 -0.779 0.025  H7 1.061, N11 1.305, N12 1.299
2 C 0.918 -0.754 -0.452  C3 1.312, H8 1.156, N12 1.327
3 C 2.019 -0.852 0.255  C2 1.312, H9 1.025, Cl13 1.887
4 H -0.712 1.888 1.432  no bonds
5 H 0.323 1.316 -0.663  N10 1.250
6 H -2.667 0.747 0.031  N11 0.971
7 H -2.214 -1.385 0.009  C1 1.061
8 H 0.857 -0.018 -1.342  C2 1.156
9 H 2.136 -1.011 1.261  C3 1.025
10 N -0.778 1.477 -0.093  H5 1.250, N11 1.445
11 N -1.774 0.434 -0.188  C1 1.305, H6 0.971, N10 1.445
12 N -0.207 -1.385 -0.142  C1 1.299, C2 1.327
13 Cl 3.443 0.324 -0.133  C3 1.887

Its frontier orbital gap is 8.12 eV.


Version b
Molecular formula: C3H6ClN3
Method: DFT, ωB97M-V/def2-TZVPD

Last columns: bonded neighbours and bond lengths (Å).
Atoms and positions in Å:
1 C 0.790 1.058 -0.232  C2 1.406, H6 1.120, N10 1.352
2 C 1.122 -0.308 -0.246  C1 1.406, C3 1.534, Cl13 1.777
3 C 0.360 -1.609 -0.529  C2 1.534, H7 1.089, N11 1.300
4 H -1.229 0.977 -0.218  N10 0.988
5 H -0.465 2.496 -0.245  N10 0.911
6 H 1.471 1.904 0.044  C1 1.120
7 H 0.993 -2.417 -0.893  C3 1.089
8 H -0.842 0.107 0.900  N12 1.147
9 H -2.219 -0.760 1.350  N12 1.209
10 N -0.453 1.586 -0.280  C1 1.352, H4 0.988, H5 0.911
11 N -0.874 -1.853 -0.204  C3 1.300, N12 1.450
12 N -1.495 -0.682 0.384  H8 1.147, H9 1.209, N11 1.450
13 Cl 2.840 -0.500 0.167  C2 1.777

As for the SMILES: N/C=C(Cl)\C=N/N. Its frontier orbital gap is 8.71 eV.


Quick one: least stable of them? version a


Version a
Molecular formula: C4H21NO9
Method: DFT, ωB97M-V/def2-TZVPD

Last columns: bonded neighbours and bond lengths (Å).
Atoms and positions in Å:
1 O -1.031 -2.145 -1.048  C2 1.200
2 C -0.540 -1.506 -0.158  O1 1.200, O3 1.303, C4 1.531
3 O -0.757 -1.628 1.121  C2 1.303, H9 0.969
4 C 0.403 -0.386 -0.603  C2 1.531, C5 1.695, N8 1.430, H10 1.189
5 C 0.510 0.862 0.539  C4 1.695, C6 1.454, O7 1.397, H11 1.112
6 C 1.782 1.447 0.930  C5 1.454, H12 1.133, H13 1.049, H14 1.105
7 O -0.440 1.720 -0.022  C5 1.397, H15 1.013
8 N 1.688 -0.829 -1.050  C4 1.430, H16 1.038, H17 1.083
9 H -1.400 -2.230 1.525  O3 0.969
10 H -0.027 -0.121 -1.679  C4 1.189
11 H -0.175 0.732 1.406  C5 1.112
12 H 2.369 1.609 -0.025  C6 1.133
13 H 2.399 0.733 1.388  C6 1.049
14 H 1.531 2.345 1.523  C6 1.105
15 H 0.108 2.259 -0.682  O7 1.013
16 H 1.732 -1.704 -1.606  N8 1.038
17 H 2.344 -0.899 -0.190  N8 1.083
18 H 1.572 -2.590 1.155  O20 0.996
19 H 2.958 -2.618 1.622  O20 0.999
20 O 2.458 -2.272 0.829  H18 0.996, H19 0.999
21 H 1.637 1.042 -2.273  O23 1.000
22 H 1.613 2.114 -3.367  O23 0.910
23 O 1.697 2.022 -2.465  H21 1.000, H22 0.910
24 H -1.566 0.996 -2.228  O26 0.912
25 H -2.621 0.382 -1.284  O26 0.990
26 O -2.333 0.503 -2.224  H24 0.912, H25 0.990
27 H -3.952 -1.323 -0.439  O29 0.970
28 H -2.868 -2.362 -0.410  O29 0.974
29 O -3.657 -2.082 0.087  H27 0.970, H28 0.974
30 H 0.243 -0.644 2.876  O32 0.957
31 H 1.058 -0.111 4.071  O32 0.999
32 O 1.110 -0.712 3.275  H30 0.957, H31 0.999
33 H -2.480 2.025 0.522  O35 1.082
34 H -2.911 3.116 -0.578  O35 0.975
35 O -2.455 2.255 -0.536  H33 1.082, H34 0.975

As for the SMILES: C[C@@H](O)[C@@H](N)C(=O)O.O.O.O.O.O.O. Its frontier orbital gap is 9.03 eV.


Version b
Molecular formula: C4H21NO9
Method: DFT, ωB97M-V/def2-TZVPD

Last columns: bonded neighbours and bond lengths (Å).
Atoms and positions in Å:
1 O 2.347 1.707 -0.633  C2 1.194
2 C 2.107 0.655 -0.123  O1 1.194, C3 1.585, H9 1.090
3 C 1.048 -0.369 -0.709  C2 1.585, C4 1.525, N6 1.452, H10 1.148
4 C 1.790 -1.195 -1.754  C3 1.525, O5 1.422, H11 1.120, H12 1.063
5 O 2.117 -2.481 -1.243  C4 1.422, H13 0.980
6 N -0.141 0.228 -1.289  C3 1.452, C7 1.421, H14 1.009
7 C -1.347 0.026 -0.566  N6 1.421, O8 1.437, H15 1.113, H16 1.111
8 O -1.573 1.032 0.437  C7 1.437, H17 0.959
9 H 2.702 0.106 0.608  C2 1.090
10 H 0.728 -1.007 0.190  C3 1.148
11 H 1.225 -1.238 -2.720  C4 1.120
12 H 2.721 -0.722 -1.951  C4 1.063
13 H 3.064 -2.692 -1.377  O5 0.980
14 H 0.037 1.193 -1.524  N6 1.009
15 H -2.186 0.323 -1.234  C7 1.113
16 H -1.392 -0.948 -0.035  C7 1.111
17 H -1.069 0.877 1.237  O8 0.959
18 H -0.531 3.386 -1.780  O20 0.984
19 H -1.865 3.422 -2.626  O20 0.960
20 O -0.908 3.362 -2.689  H18 0.984, H19 0.960
21 H -0.880 -0.999 2.948  O23 0.985
22 H -1.921 -1.875 2.269  O23 0.961
23 O -1.775 -0.965 2.538  H21 0.985, H22 0.961
24 H 0.457 -3.753 0.040  O26 0.963
25 H 0.646 -3.519 1.516  O26 0.961
26 O -0.003 -3.836 0.882  H24 0.963, H25 0.961
27 H -0.520 2.465 2.411  O29 0.958
28 H 0.781 3.276 2.017  O29 0.958
29 O 0.423 2.418 2.248  H27 0.958, H28 0.958
30 H 1.366 -0.193 4.307  O32 0.961
31 H 0.071 -0.585 4.944  O32 0.991
32 O 0.504 -0.534 4.054  H30 0.961, H31 0.991
33 H -2.458 1.337 -2.895  O35 0.956
34 H -2.986 0.109 -3.723  O35 0.973
35 O -2.580 0.992 -3.778  H33 0.956, H34 0.973

As for the SMILES: O=C[C@H](CO)NCO.O.O.O.O.O.O. Its frontier orbital gap is 8.96 eV.


Quick one: least stable of them? version a